--- w ---
The molecule C4H4N2O, computed with ωB97M-V/def2-TZVPD.

Output
- SMILES: O=Cc1cnc[nH]1
- Frontier orbital gap: 9.8 eV

The geometry in XYZ format:
```
11
Properties=species:S:1:pos:R:3:nbo_charge:R:1
O -2.189 -1.440 0.083 -0.54
C -1.832 -0.280 0.006 0.40
C -0.430 0.104 -0.009 -0.07
C 0.245 1.302 -0.088 -0.02
N 1.592 1.100 -0.064 -0.46
C 1.739 -0.208 0.028 0.20
N 0.556 -0.853 0.064 -0.49
H -2.561 0.549 -0.059 0.13
H -0.175 2.297 -0.160 0.21
H 2.688 -0.727 0.070 0.20
H 0.367 -1.843 0.131 0.44
```

***

--- x ---
A structure of composition C4H4N2O, computed with ωB97M-V/def2-TZVPD.

Output
- Frontier orbital gap: 9.8 eV

The geometry in XYZ format:
```
11
Properties=species:S:1:pos:R:3:nbo_charge:R:1
C -1.327 -0.443 -0.395 0.40
C -0.100 -0.317 0.480 -0.48
C 1.375 -0.762 0.076 0.05
C 0.076 1.152 0.259 0.10
H -1.794 -1.394 -1.331 0.21
H -0.529 -0.762 1.404 0.29
H 2.051 -1.625 -0.073 0.24
H -0.644 2.021 0.559 0.26
N 1.937 0.217 -0.463 -0.24
N 1.204 1.362 -0.303 -0.28
O -2.250 0.551 -0.213 -0.56
```

***

--- y ---
The molecule C4H4N2O, computed with ωB97M-V/def2-TZVPD.

Output
- Frontier orbital gap (spin up / spin down): 8.1 / 8.1 eV

The geometry in XYZ format:
```
11
Properties=species:S:1:pos:R:3:nbo_charge:R:1
C 0.131 -0.419 0.963 0.07
C -0.376 0.738 -1.195 0.45
C 0.994 -1.418 1.021 -0.43
O -0.367 -0.321 -2.011 -0.64
N 0.008 0.633 0.023 -0.43
C -0.629 1.015 1.397 0.29
N -1.133 1.791 2.115 -0.44
H -0.685 -0.086 -2.891 0.50
H -0.693 1.709 -1.558 0.18
H 1.713 -1.604 0.230 0.21
H 1.037 -2.037 1.906 0.22
```

***

--- z ---
A cluster of 2 separate species, C4H4N2O in total, computed with ωB97M-V/def2-TZVPD.

Output
- Frontier orbital gap: 7.8 eV

The geometry in XYZ format:
```
11
Properties=species:S:1:pos:R:3:nbo_charge:R:1
N -2.312 0.785 -0.817 -0.23
C -1.212 0.465 -1.017 0.15
C 0.099 0.066 -1.366 0.03
O 1.108 0.039 -0.544 -0.32
C 1.201 0.221 0.740 0.03
C 0.140 0.657 1.567 0.14
N -0.679 1.017 2.309 -0.23
H 0.364 -0.182 -2.382 0.22
H -0.315 -2.024 -0.073 0.00
H 0.011 -1.982 0.599 0.00
H 2.198 0.071 1.127 0.22
```

***

Winner for stability: w

***

--- w ---
The molecule C4H4N2O, computed with ωB97M-V/def2-TZVPD.

Output
- SMILES: [H]/N=C(\C#N)C(C)=O
- Frontier orbital gap (spin up / spin down): 7.5 / 7.5 eV

The geometry in XYZ format:
```
11
Properties=species:S:1:pos:R:3:nbo_charge:R:1
C 0.995 -1.122 0.103 -0.80
C -0.771 -0.781 0.025 0.58
C -0.778 0.727 -0.014 0.20
N -1.777 1.498 -0.169 -0.62
C 0.593 1.229 -0.144 0.15
O -1.613 -1.545 -0.331 -0.42
N 1.409 1.980 -0.525 -0.23
H -2.089 2.081 0.610 0.43
H 1.910 -0.709 -0.318 0.26
H 1.121 -1.272 1.174 0.22
H 1.001 -2.085 -0.412 0.23
```

***

--- x ---
The molecule C4H4N2O, computed with ωB97M-V/def2-TZVPD.

Output
- SMILES: O=c1cc[nH]cn1
- Frontier orbital gap: 9.7 eV

The geometry in XYZ format:
```
11
Properties=species:S:1:pos:R:3:nbo_charge:R:1
O -1.514 1.460 -1.731 -0.56
C -0.773 0.900 -0.948 0.59
C -0.323 -0.490 -1.133 -0.34
C 0.289 -1.137 -0.128 0.02
N 0.577 -0.460 1.037 -0.57
C 0.309 0.879 1.108 0.29
N -0.297 1.563 0.209 -0.49
H -0.547 -0.979 -2.074 0.24
H 0.591 -2.179 -0.165 0.22
H 1.022 -0.927 1.810 0.42
H 0.666 1.371 2.014 0.19
```

***

--- y ---
A cluster of 2 separate species, C4H4N2O in total, computed with ωB97M-V/def2-TZVPD.

Output
- SMILES: O=c1c#c[nH]cn1.[H][H]
- Frontier orbital gap: 9.6 eV

The geometry in XYZ format:
```
11
Properties=species:S:1:pos:R:3:nbo_charge:R:1
O -2.009 -1.482 -0.120 -0.53
C -1.088 -0.731 0.047 0.55
C 0.087 -0.413 -0.700 -0.02
C 1.084 0.346 -0.632 0.02
N 1.110 1.120 0.489 -0.56
C 0.047 0.946 1.353 0.28
N -0.934 0.136 1.184 -0.46
H 0.131 -1.867 -2.109 0.04
H -0.343 -1.402 -2.454 0.05
H 1.843 1.783 0.693 0.42
H 0.072 1.564 2.248 0.21
```

***

Winner for stability: x

***

--- w ---
The molecule C4H5NO3, computed with ωB97M-V/def2-TZVPD.

Output
- SMILES: O=C1C=NOCCO1
- Frontier orbital gap: 10.1 eV

The geometry in XYZ format:
```
13
Properties=species:S:1:pos:R:3:nbo_charge:R:1
C 1.427 0.194 -0.034 0.67
C -0.562 -1.224 -0.505 -0.14
C -1.234 -0.278 0.498 -0.17
C 0.927 1.402 -0.263 -0.16
H -0.874 -0.901 -1.602 0.21
H -0.994 -2.235 -0.181 0.22
H -2.179 -0.568 1.133 0.25
H -0.304 -0.495 1.329 0.20
H 1.988 2.116 -0.111 0.26
N -0.263 1.862 -0.344 0.01
O 2.506 0.100 0.303 -0.50
O 0.871 -1.103 -0.263 -0.52
O -1.310 1.132 0.040 -0.33
```

***

--- x ---
A structure of composition C4H5NO3, computed with ωB97M-V/def2-TZVPD.

Output
- Frontier orbital gap: 10.0 eV

The geometry in XYZ format:
```
13
Properties=species:S:1:pos:R:3:nbo_charge:R:1
C -0.779 -1.371 -0.599 -0.48
C 0.210 -0.470 -0.390 0.53
C -2.172 -0.899 -0.236 0.76
C 2.075 0.832 0.251 -0.24
N -0.761 0.707 0.731 -0.34
O -3.228 -1.422 -0.397 -0.55
O -2.038 0.317 0.367 -0.37
O 1.495 -0.305 -0.305 -0.48
H -0.763 -2.285 -1.021 0.24
H 3.073 0.696 0.055 0.21
H 1.945 0.910 1.352 0.19
H 1.486 1.685 -0.063 0.18
H -0.545 1.604 0.255 0.33
```

***

--- y ---
The molecule C4H5NO3, computed with ωB97M-V/def2-TZVPD.

Output
- SMILES: N#C[C@@]1(O)[C@H](O)[C@@H]1O
- Frontier orbital gap: 10.5 eV

The geometry in XYZ format:
```
13
Properties=species:S:1:pos:R:3:nbo_charge:R:1
C -0.536 0.009 -0.840 0.04
C 0.379 -0.949 -0.181 0.08
C 0.550 0.529 0.116 0.04
C 1.664 1.219 -0.169 0.24
H -2.092 -0.692 -0.105 0.50
H -0.376 0.071 -1.969 0.21
H 1.194 -1.342 -0.916 0.21
H -0.239 -1.055 1.610 0.49
H -1.097 0.905 0.937 0.50
N 2.567 1.960 -0.226 -0.26
O -1.889 0.201 -0.418 -0.68
O -0.032 -1.809 0.836 -0.69
O -0.094 0.955 1.326 -0.68
```

***

--- z ---
A structure of composition C4H5NO3, computed with ωB97M-V/def2-TZVPD.

Output
- Frontier orbital gap: 9.3 eV

The geometry in XYZ format:
```
13
Properties=species:S:1:pos:R:3:nbo_charge:R:1
C 0.314 -0.009 0.673 0.45
C 0.120 -1.618 -0.870 -0.13
C -0.671 -0.560 -1.492 0.05
C -0.554 0.595 -0.431 -0.04
H 0.393 2.309 2.441 0.45
H -0.302 -2.461 -0.595 0.20
H 0.809 -2.066 -1.627 0.21
H -1.967 -0.884 -1.682 0.22
H -1.136 1.536 -0.287 0.26
N 0.381 0.481 1.777 -0.20
O -0.448 1.528 1.762 -0.53
O 0.886 -1.138 0.343 -0.45
O 0.098 0.579 -1.852 -0.47
```

***

Winner for stability: y

***

--- w ---
The molecule C4H5NO3, computed with ωB97M-V/def2-TZVPD.

Output
- SMILES: O=C1OCCC=NO1
- Frontier orbital gap: 10.9 eV

The geometry in XYZ format:
```
13
Properties=species:S:1:pos:R:3:nbo_charge:R:1
C -1.658 -0.484 -0.240 0.96
C -0.181 1.283 -0.226 -0.09
C 0.910 0.361 0.478 -0.55
C 1.078 -0.966 -0.237 0.07
H 0.247 2.189 -0.892 0.24
H -0.845 1.596 0.762 0.21
H 1.946 0.879 0.456 0.25
H 0.863 0.068 1.666 0.27
H 2.130 -1.350 -0.654 0.22
N 0.340 -1.970 -0.432 -0.08
O -2.746 -0.439 0.314 -0.56
O -1.072 0.456 -1.002 -0.53
O -1.012 -1.623 0.007 -0.41
```

***

--- x ---
A cluster of 2 separate species, C4H5NO3 in total, computed with ωB97M-V/def2-TZVPD.

Output
- Frontier orbital gap: 9.5 eV

The geometry in XYZ format:
```
13
Properties=species:S:1:pos:R:3:nbo_charge:R:1
C 0.185 -0.537 0.360 0.46
C 0.944 1.408 1.026 0.49
C -0.801 0.162 -0.589 -0.28
C -2.060 0.378 -0.233 -0.33
O 1.843 -0.423 -1.208 -0.57
O -0.358 -1.107 1.448 -0.67
N 1.352 -0.961 -0.005 -0.24
O 1.429 2.166 0.329 -0.50
H 2.757 -0.733 -1.233 0.48
H 0.282 -1.740 1.806 0.50
H -0.407 0.388 -1.568 0.24
H -2.400 0.149 0.766 0.21
H -2.765 0.851 -0.898 0.21
```

***

--- y ---
A cluster of 2 separate species, C4H5NO3 in total, computed with ωB97M-V/def2-TZVPD.

Output
- Frontier orbital gap: 8.6 eV

The geometry in XYZ format:
```
13
Properties=species:S:1:pos:R:3:nbo_charge:R:1
C 2.245 -0.027 0.144 -0.26
C -0.107 -0.151 -0.487 0.35
C -0.505 1.148 -0.180 0.00
C -2.410 -0.188 0.020 0.87
H 2.098 0.769 1.041 0.17
H 3.089 -0.601 0.480 0.21
H 2.236 0.371 -0.836 0.20
H 0.132 1.944 0.083 0.21
H -1.207 -1.976 0.342 0.40
N -1.269 -0.872 -0.545 -0.61
O 1.064 -0.924 -0.106 -0.51
O -1.832 1.115 -0.166 -0.49
O -3.535 -0.609 0.211 -0.55
```

***

--- z ---
The molecule C4H5NO3, computed with ωB97M-V/def2-TZVPD.

Output
- SMILES: C=NOC(=O)[C@H]1CO1
- Frontier orbital gap: 11.2 eV

The geometry in XYZ format:
```
13
Properties=species:S:1:pos:R:3:nbo_charge:R:1
C -1.847 -1.894 1.041 -0.10
C 1.099 -0.421 -0.062 0.76
C 0.462 0.680 -0.830 -0.09
C 0.854 2.081 -0.549 -0.08
H -1.468 -2.726 1.624 0.19
H -2.922 -1.728 0.959 0.20
H -0.526 0.367 -1.067 0.22
H 0.081 2.823 -0.634 0.19
H 1.688 2.269 0.118 0.20
N -1.133 -1.005 0.467 -0.14
O 0.228 -1.291 0.614 -0.39
O 2.276 -0.565 0.098 -0.52
O 1.208 1.408 -1.779 -0.45
```

***

Winner for stability: x